# C20H45NS2Ta

C20H45NS2Ta as an isolated structure (ωB97M-V/def2-TZVPD, OMol25).

Atoms and positions in Å:
C1 -2.51228 -1.95320 1.92659
C2 -1.75135 -3.13048 1.31610
C3 -2.53053 -3.81470 0.18976
C4 -1.84782 -5.04020 -0.44072
C5 -0.94349 -4.72684 -1.64673
C6 -0.03965 -3.51438 -1.45975
C7 0.77416 -3.12962 -2.70682
C8 0.59163 -1.65304 -3.06306
N1 0.72342 -0.74461 -1.90885
C9 -0.14051 0.43918 -1.96681
C10 -1.62016 0.07991 -1.83608
C11 -2.47920 1.34319 -1.62734
C12 -3.24968 1.32422 -0.30218
C13 -2.36633 1.74776 0.88728
C14 -2.74804 3.11322 1.46772
C15 -1.68820 3.79124 2.37535
C16 -0.45960 2.95600 2.73582
C17 2.07706 -0.48787 -1.57090
S1 2.92631 -1.49492 -0.62059
S2 2.77370 0.95399 -2.32504
C18 3.63576 1.74874 -0.93212
C19 2.74829 2.00958 0.27906
C20 3.44011 2.89304 1.32466
Ta1 5.57962 2.69238 1.98862
H1 -3.11774 -1.43212 1.17461
H2 -3.19688 -2.27259 2.71822
H3 -1.83282 -1.21245 2.35745
H4 -1.53785 -3.87704 2.09068
H5 -0.78161 -2.79347 0.94272
H6 -3.51156 -4.11782 0.57851
H7 -2.73846 -3.07932 -0.60154
H8 -1.26895 -5.58278 0.31835
H9 -2.62623 -5.73486 -0.77484
H10 -0.31537 -5.59989 -1.86724
H11 -1.58314 -4.58575 -2.53076
H12 -0.62763 -2.63827 -1.17778
H13 0.63344 -3.69456 -0.61492
H14 1.83452 -3.35474 -2.56664
H15 0.44345 -3.71408 -3.57561
H16 1.28902 -1.35162 -3.86110
H17 -0.41756 -1.50226 -3.45091
H18 0.05327 1.06938 -2.84761
H19 0.12333 1.04329 -1.09264
H20 -1.72007 -0.58717 -0.96960
H21 -1.97633 -0.47605 -2.70802
H22 -3.16622 1.50841 -2.46335
H23 -1.80770 2.21293 -1.62048
H24 -3.63967 0.31626 -0.11606
H25 -4.12753 1.97793 -0.37799
H26 -2.41282 0.98780 1.67415
H27 -1.31810 1.78225 0.56974
H28 -2.99201 3.78040 0.63127
H29 -3.68412 2.99211 2.02601
H30 -2.17827 4.11441 3.29974
H31 -1.34281 4.70953 1.88950
H32 0.12083 3.45552 3.51641
H33 0.22083 2.80572 1.89313
H34 -0.73086 1.96405 3.11220
H35 4.53008 1.17949 -0.67434
H36 3.95763 2.69127 -1.38675
H37 1.81881 2.48022 -0.08470
H38 2.46018 1.05240 0.72542
H39 2.95770 2.71651 2.30593
H40 3.26356 3.94924 1.07909
H41 5.95444 3.14207 0.21610
H42 5.64286 4.42967 2.65482
H43 5.51305 2.36245 3.82795
H44 5.52307 0.83187 1.85979
H45 7.41898 2.64907 1.81715

Computed properties:
LUMO level, eV: 2.214
Electronic energy, a.u.: -1696.9787
Net charge: -1
M, g mol⁻¹: 544.67
Orbital gap, eV: 6.99

=====

# C2H9NO

A 2-piece molecular cluster, C2H9NO overall at a distorted geometry (ωB97M-V/def2-TZVPD, OMol25).

Atoms and positions in Å:
C1 -1.65578 -0.07520 -0.61410
O1 -0.23393 -0.06814 -0.49826
C2 0.44903 -1.29359 -0.68565
H1 -1.97259 0.89065 -0.99235
H2 -1.94542 -0.90027 -1.26269
H3 -2.04135 -0.17505 0.40276
H4 -0.24460 -2.10546 -0.46757
H5 0.87108 -1.33209 -1.69529
H6 1.32347 -1.29462 -0.03683
N1 1.41153 1.36804 1.60215
H7 1.19125 1.16212 0.63647
H8 1.19499 2.33277 1.81083
H9 1.03659 0.70942 2.24372

Computed properties:
LUMO level, eV: 1.017
Electronic energy, a.u.: -211.5499
M, g mol⁻¹: 63.10
Orbital gap, eV: 10.24
Relative energy (zero: lowest compared OMol25 entry of this formula, charge and spin), eV: 0.9566

=====

# C34H70O8

A 7-piece molecular cluster, C34H70O8 overall (ωB97M-V/def2-TZVPD, OMol25).

Atoms and positions in Å:
C1 -2.26222 -6.16809 0.12180
C2 -3.76005 -6.28272 -0.16028
C3 -4.11939 -6.05518 -1.63196
C4 -3.70536 -4.71631 -2.25451
C5 -4.50985 -3.48458 -1.81765
C6 -4.35545 -3.02161 -0.35630
C7 -4.28368 -1.49641 -0.16038
O1 -2.98424 -1.00675 0.14925
C8 -2.18794 -0.63470 -0.95764
C9 -1.34668 -1.77701 -1.51900
O2 -0.02110 -1.65342 -1.04882
C10 0.74380 -2.80085 -1.34375
H1 -2.00853 -6.59992 1.09183
H2 -1.92402 -5.12949 0.13476
H3 -1.68028 -6.69391 -0.64225
H4 -4.09917 -7.28453 0.12044
H5 -4.31008 -5.58994 0.48021
H6 -5.20069 -6.17945 -1.76663
H7 -3.64707 -6.85849 -2.21020
H8 -2.63610 -4.54294 -2.09309
H9 -3.82900 -4.81644 -3.33795
H10 -5.56734 -3.68422 -2.02525
H11 -4.23375 -2.65335 -2.47821
H12 -5.19390 -3.38152 0.24126
H13 -3.45038 -3.43935 0.08807
H14 -4.92656 -1.18898 0.66567
H15 -4.64790 -0.98388 -1.06333
H16 -2.82272 -0.20540 -1.74450
H17 -1.50524 0.14316 -0.61125
H18 -1.35207 -1.77784 -2.62081
H19 -1.77118 -2.72770 -1.18079
H20 1.68882 -2.71960 -0.80625
H21 0.23377 -3.71484 -1.00595
H22 0.94656 -2.90612 -2.41643
C11 1.54047 -7.09767 -4.27109
C12 2.86144 -6.87141 -3.53732
C13 3.04673 -5.36784 -3.69898
O3 1.73010 -4.80961 -3.72916
C14 0.76158 -5.84639 -3.88561
H23 1.02987 -8.01467 -3.97992
H24 1.70621 -7.12437 -5.34984
H25 2.75709 -7.13054 -2.48164
H26 3.69310 -7.44136 -3.94898
H27 3.56087 -5.12789 -4.63498
H28 3.60336 -4.91187 -2.87897
H29 0.22816 -5.98896 -2.93828
H30 0.03961 -5.53642 -4.64238
C15 4.60248 -2.71232 0.03339
C16 6.09920 -2.59098 0.31453
C17 6.69497 -3.17633 -0.96012
O4 5.77757 -2.86484 -2.00867
C18 4.54943 -2.38974 -1.45434
H31 3.98881 -2.03841 0.62971
H32 4.26446 -3.73540 0.21448
H33 6.37984 -1.54115 0.41870
H34 6.42076 -3.12215 1.20941
H35 6.79921 -4.26431 -0.88240
H36 7.66880 -2.75531 -1.21368
H37 4.46735 -1.31078 -1.62258
H38 3.72344 -2.87867 -1.97218
C19 0.23303 2.76316 0.23744
C20 -1.25338 2.65886 0.57340
C21 -1.52786 4.03484 1.16605
O5 -0.64675 4.93953 0.49874
C22 0.33465 4.20578 -0.23881
H39 0.56306 2.04674 -0.51409
H40 0.83550 2.61672 1.13609
H41 -1.83850 2.51531 -0.33772
H42 -1.49162 1.84768 1.26061
H43 -1.31530 4.05021 2.24072
H44 -2.55398 4.37276 1.01357
H45 0.11211 4.28453 -1.30902
H46 1.31185 4.64952 -0.05412
C23 4.80176 8.04158 -0.06916
C24 3.38152 8.29784 0.42780
C25 2.74711 6.92169 0.27653
O6 3.79865 5.97575 0.48323
C26 5.06156 6.64293 0.47430
H47 5.52244 8.77269 0.29421
H48 4.82758 8.03794 -1.16108
H49 3.40618 8.59296 1.47908
H50 2.85290 9.06808 -0.13235
H51 2.33283 6.78479 -0.72850
H52 1.95415 6.72794 1.00034
H53 5.45293 6.68729 1.49682
H54 5.75567 6.06352 -0.13608
C27 4.05236 10.18384 5.09843
C28 5.50815 10.00623 5.52612
C29 6.14411 9.50576 4.23528
O7 5.41123 10.11262 3.16997
C30 4.21567 10.70639 3.67684
H55 3.48965 10.86692 5.73310
H56 3.53925 9.22010 5.09194
H57 5.93851 10.96736 5.81417
H58 5.63884 9.31049 6.35371
H59 6.06688 8.41625 4.15192
H60 7.19381 9.78525 4.13660
H61 4.32298 11.79617 3.66276
H62 3.38591 10.43315 3.02328
C31 -8.97423 -3.06340 2.65807
C32 -9.67693 -2.27855 1.55132
C33 -8.49406 -1.63935 0.83504
O8 -7.40802 -2.55827 0.96742
C34 -7.72936 -3.56003 1.93419
H63 -9.57342 -3.87658 3.06510
H64 -8.69696 -2.39747 3.47745
H65 -10.20541 -2.95896 0.88076
H66 -10.38829 -1.54226 1.92255
H67 -8.21789 -0.68656 1.29905
H68 -8.67429 -1.46663 -0.22672
H69 -7.92175 -4.50824 1.42039
H70 -6.87076 -3.69311 2.59408

Computed properties:
LUMO level, eV: 0.803
Electronic energy, a.u.: -1939.2517
M, g mol⁻¹: 606.93
Orbital gap, eV: 9.95

=====

# C12H40O8

A 8-piece molecular cluster, C12H40O8 overall at a distorted geometry (ωB97M-V/def2-TZVPD, OMol25).

Atoms and positions in Å:
C1 3.36136 -3.37021 2.40265
C2 2.09806 -3.28296 3.27049
C3 2.21535 -2.12119 4.28059
O1 1.02559 -2.96567 2.43130
H1 3.26127 -4.16877 1.66754
H2 4.26414 -3.50202 2.99909
H3 3.50592 -2.45938 1.82163
H4 1.88556 -4.14076 3.90855
H5 2.83635 -1.33195 3.85686
H6 2.70054 -2.41981 5.20984
H7 1.25975 -1.74753 4.64843
H8 1.22561 -2.07002 2.14951
C4 -4.11628 -0.33442 1.95541
C5 -4.26601 0.04683 3.44343
C6 -3.35424 1.23456 3.83912
O2 -5.63143 0.42484 3.62674
H9 -3.05613 -0.34068 1.70214
H10 -4.58546 0.42830 1.33392
H11 -4.49389 -1.32161 1.68902
H12 -4.00358 -0.75324 4.13561
H13 -3.57638 2.12555 3.25186
H14 -2.33812 0.91815 3.60360
H15 -3.46893 1.48812 4.89300
H16 -5.82975 1.13008 3.00633
C7 -1.65169 0.05429 -6.96035
O3 -0.39055 0.32907 -6.36682
H17 -2.21009 0.96851 -7.16160
H18 -1.56652 -0.37822 -7.95722
H19 -2.23585 -0.57629 -6.29012
H20 0.02416 1.00745 -6.90480
C8 6.97511 -1.11418 -1.64940
O4 7.95744 -1.08663 -2.63785
H21 6.19171 -0.37654 -1.82348
H22 6.56056 -2.11408 -1.52125
H23 7.32161 -0.86768 -0.64577
H24 8.66411 -1.70187 -2.42881
C9 -1.68103 -3.91531 -3.14453
O5 -2.67126 -4.89101 -2.90603
H25 -2.04329 -2.90749 -2.94165
H26 -0.78526 -4.03408 -2.53495
H27 -1.34170 -3.97274 -4.17878
H28 -2.86834 -5.02880 -1.97663
C10 0.26791 5.44650 3.02748
O6 1.01585 4.49834 2.28783
H29 -0.70609 5.43561 2.53828
H30 0.19019 5.11497 4.06292
H31 0.64166 6.47037 3.01705
H32 1.93152 4.48642 2.57596
C11 -2.42072 3.99246 -2.74324
O7 -2.69537 4.76554 -3.90874
H33 -2.54854 2.91998 -2.88998
H34 -1.36436 4.09696 -2.49574
H35 -3.07457 4.40786 -1.97640
H36 -3.53759 4.53608 -4.30828
C12 1.26388 0.28996 -0.97561
O8 0.80491 0.52499 0.32877
H37 0.50791 0.58396 -1.70373
H38 2.14008 0.86973 -1.26583
H39 1.48053 -0.76711 -1.12978
H40 0.93442 1.46676 0.46245

Computed properties:
LUMO level, eV: 0.281
Electronic energy, a.u.: -1082.9507
M, g mol⁻¹: 312.44
Orbital gap, eV: 10.27
Relative energy (zero: lowest compared OMol25 entry of this formula, charge and spin), eV: 4.6874